Model P:
The following is a DFT calculation (the ωB97M-V functional and the def2-TZVPD basis) of a single C6H6N4O molecule.

Each line ends with the Löwdin charge.
Cartesian coordinates (Å):
O 3.06907 -1.47518 0.10211  0.105
N -1.18541 -1.71549 -0.14731  0.121
N 0.79326 -0.79288 -0.21586  0.072
N 1.58646 1.73676 -0.16875  0.042
N 2.44983 0.70742 -0.02400  0.080
C 2.23527 -0.60766 -0.02143  -0.431
C 0.10960 -1.94428 -0.14638  -0.123
C -0.11374 0.26215 -0.15831  -0.170
C -2.65999 0.28722 0.14110  -0.051
C -1.34702 -0.34519 -0.13970  -0.297
C 0.32891 1.60749 -0.12389  -0.076
H -3.59538 -0.29970 -0.21414  0.110
H -2.74649 0.49841 1.21531  0.076
H -0.29956 2.56737 -0.08234  0.153
H 3.35181 0.99911 0.28386  0.155
H -2.71902 1.34646 -0.27752  0.087
H 0.74240 -2.83202 -0.02276  0.145

Output
* HOMO-LUMO gap: 0.33784 Eh
* structure (SMILES): Cc1ncn2c(=O)[nH]ncc12



Model Q:
The following is a DFT calculation (the ωB97M-V functional and the def2-TZVPD basis) of a single C6H6N4O molecule.

Each line ends with the Löwdin charge.
Cartesian coordinates (Å):
O -2.43146 -0.96099 0.16132  0.099
N 1.13065 2.10034 0.05857  -0.034
N 1.50373 -2.36591 0.15166  0.080
N 2.15895 1.13079 -0.08800  0.056
N 2.21777 -1.17229 0.30975  0.041
C 0.29832 -2.02639 -0.09732  -0.143
C -1.50693 -0.00701 0.06330  -0.296
C 1.50799 -0.02184 0.03803  -0.236
C -1.40995 1.31897 0.15694  -0.078
C 0.04149 -0.60356 -0.28332  -0.061
C -0.14366 2.15026 0.14417  -0.210
H -0.10888 -0.29209 -1.40260  0.193
H -0.52470 3.27330 0.30667  0.122
H -3.17730 -0.41134 -0.06329  0.115
H 3.16566 -1.36823 0.42299  0.123
H -2.35948 2.02921 0.36788  0.145
H -0.36219 -2.77324 -0.24675  0.083

Output
* HOMO-LUMO gap: 0.30401 Eh
* structure (SMILES): OC1=CC=NN=C2NN=C[C@@H]12



The energy of each structure relative to the most stable one, in kJ/mol, is as follows: model P 0.0; model Q 507.3.



Model P:
The following is a DFT calculation (the ωB97M-V functional and the def2-TZVPD basis) of 2 unconnected molecules or ions with the total composition C4H7Br.

Each line ends with the Löwdin charge.
Cartesian coordinates (Å):
Br 4.39617 0.51675 -0.00996  -0.200
C 0.47049 -0.30329 0.13692  -0.328
C 0.55422 1.22625 0.38852  -0.104
C -0.78448 -1.05901 0.01606  -0.086
C 1.07324 0.61056 -0.79311  -0.001
H -1.23938 -1.23294 0.96638  0.075
H 1.25108 1.83170 0.97452  0.113
H 1.47461 0.80869 -1.75808  0.090
H 1.02930 -0.99978 0.82517  0.163
H -0.53051 -2.00261 -0.38584  0.065
H -0.22945 1.86543 0.03984  0.106
H -1.58369 -0.61823 -0.65355  0.107

Output
* HOMO-LUMO gap (spin up / spin down): 0.32625 / 0.19659 Eh



Model Q:
The following is a DFT calculation (the ωB97M-V functional and the def2-TZVPD basis) of 2 unconnected molecules or ions with the total composition C4H7Br.

Each line ends with the Löwdin charge.
Cartesian coordinates (Å):
Br -1.25488 2.32187 1.41234  0.386
C 0.72522 -0.92953 0.89899  -0.050
C -0.76107 -0.01598 -1.13813  -0.132
C 1.17065 -1.58760 -0.13659  -0.043
C 0.60862 -0.18581 -0.45231  -0.334
H 0.54358 -0.68900 1.96226  0.095
H -1.36759 0.70821 -0.62949  -0.045
H -1.39442 -0.82554 -1.29567  0.040
H -0.62791 0.44130 -2.20010  0.100
H 1.68254 -2.49120 -0.51053  0.095
H -0.71334 2.57145 2.73291  -0.250
H 1.38859 0.68184 -0.64368  0.138

Output
* HOMO-LUMO gap: 0.37086 Eh
* structure (SMILES): CC1C=C1.Br



The energy of each structure relative to the most stable one, in kJ/mol, is as follows: model P 123.8; model Q 0.0.



Model P:
The following is a DFT calculation (the ωB97M-V functional and the def2-TZVPD basis) of a single C2H5NO3S molecule.

Each line ends with the Löwdin charge.
Cartesian coordinates (Å):
S 0.17833 -0.71367 -0.59641  0.615
O -0.05782 -2.12678 -0.58890  -0.320
O 0.69670 2.02033 0.52755  -0.014
O 0.94600 -0.16443 -1.67358  -0.309
N 1.49597 1.13872 0.39769  -0.066
C -1.40783 0.15809 -0.50067  -0.120
C 1.03424 -0.23040 0.98397  -0.163
H -1.25422 1.14028 -0.06695  0.045
H -1.76410 0.25814 -1.51961  0.074
H 0.31848 -0.17529 1.79231  0.097
H -2.07762 -0.44204 0.09725  0.066
H 1.89187 -0.86296 1.14735  0.095

Output
* HOMO-LUMO gap (spin up / spin down): 0.33449 / 0.33451 Eh
* structure (SMILES): CS(=O)(=O)CN=O



Model Q:
The following is a DFT calculation (the ωB97M-V functional and the def2-TZVPD basis) of 2 unconnected molecules or ions with the total composition C2H5NO3S.

Each line ends with the Löwdin charge.
Cartesian coordinates (Å):
S -2.48332 1.28269 -0.19610  0.777
O -1.56593 -1.30733 -1.33288  0.070
O -0.84298 -2.00516 0.67558  0.121
O -1.56426 0.15610 1.91424  0.069
N 0.78694 0.39010 -0.28589  0.050
C -1.35483 -1.20369 -0.04226  -0.620
C -1.74638 0.09718 0.64758  -0.845
H 1.44689 0.94533 -0.79756  0.026
H 1.33475 -0.40701 -0.01582  0.032
H -1.28360 -0.56987 2.44224  0.122
H -1.89100 -0.46640 -1.86597  0.144
H 0.68110 0.90853 0.61518  0.055

Output
* HOMO-LUMO gap (spin up / spin down): 0.32184 / 0.32182 Eh
* structure (SMILES): O=C(O)C(O)=S.N



Model R:
The following is a DFT calculation (the ωB97M-V functional and the def2-TZVPD basis) of 2 unconnected molecules or ions with the total composition C2H5NO3S.

Each line ends with the Löwdin charge.
Cartesian coordinates (Å):
S 0.99613 -0.43026 -1.08568  0.887
O 0.29034 -0.88302 -2.26208  -0.475
O 2.55157 -0.87929 -1.43417  -0.295
O -1.71294 2.98821 -0.32363  0.175
N 0.80041 -1.50856 0.37644  -0.151
C -1.71932 2.21157 0.53886  -0.308
C -1.57384 1.37370 1.49230  -0.013
H -0.05691 -1.17571 0.83386  0.011
H 2.77565 -1.46009 -2.10053  0.015
H 0.69510 -2.45456 0.22558  -0.006
H -2.17114 0.46363 1.49186  0.072
H -0.87505 1.75438 2.24718  0.086

Output
* HOMO-LUMO gap: 0.38270 Eh



The energy of each structure relative to the most stable one, in kJ/mol, is as follows: model P 311.3; model Q 0.0; model R 186.3.



Model P:
The following is a DFT calculation (the ωB97M-V functional and the def2-TZVPD basis) of a single C2H5NO3S molecule.

Each line ends with the Löwdin charge.
Cartesian coordinates (Å):
S -0.99497 -0.03815 -2.12996  0.760
O -0.89450 -1.80247 -1.74512  -0.183
O -0.45829 0.24290 -3.42827  -0.250
O -2.29820 0.57512 -1.88111  -0.267
N 0.11791 -0.02507 -0.89469  -0.247
C -0.14546 -1.44569 -0.58736  -0.275
C 0.07506 0.98879 0.10595  -0.066
H 1.03883 1.40628 0.24455  0.091
H -0.52722 -1.59007 0.46792  0.137
H -0.49720 1.79179 -0.23841  0.080
H 0.92598 -2.04872 -0.69733  0.172
H -0.37072 0.63462 0.91713  0.049

Output
* HOMO-LUMO gap: 0.41087 Eh



Model Q:
The following is a DFT calculation (the ωB97M-V functional and the def2-TZVPD basis) of a single C2H5NO3S molecule.

Each line ends with the Löwdin charge.
Cartesian coordinates (Å):
S -0.21447 0.94446 -0.17380  0.650
O 0.50677 1.58351 -1.27629  -0.281
O -1.29250 -0.07902 -0.87282  -0.200
O -0.83597 1.78414 0.78320  -0.273
N -2.30783 -0.64492 1.17535  0.135
C -2.19434 -0.74343 -0.04898  -0.310
C 0.81856 -0.28524 0.69105  -0.091
H -2.05378 0.18069 1.64840  0.035
H 0.21007 -0.90472 1.29121  0.043
H 1.33845 -0.83875 -0.04579  0.055
H -2.48950 -1.67885 -0.61610  0.150
H 1.65106 0.23748 1.18209  0.087

Output
* HOMO-LUMO gap: 0.42318 Eh
* structure (SMILES): [H]/N=C\OS(C)(=O)=O



The energy of each structure relative to the most stable one, in kJ/mol, is as follows: model P 116.1; model Q 0.0.